Molecular formula: C17H12F3N2O10SV
Method: DFT, wB97M-V/def2-TZVPD

Last column: Mulliken charge in e.
Geometry (Å):
V (0.12, 0.24, 0.69)  0.94
O (2.03, -1.59, 1.78)  -0.33
C (3.35, -1.83, 1.30)  -0.79
C (3.51, -1.63, -0.19)  -0.84
N (3.03, -0.35, -0.65)  0.43
C (2.38, -0.34, -1.94)  -1.04
C (0.95, -0.88, -1.88)  0.58
O (0.36, -1.16, -2.90)  -0.72
O (0.48, -1.04, -0.65)  -0.31
C (3.62, 0.81, -0.08)  -0.85
C (2.89, 1.34, 1.15)  0.53
O (3.40, 2.01, 1.99)  -0.61
O (1.57, 0.99, 1.21)  -0.55
H (1.38, -2.02, 1.22)  0.30
H (3.99, -1.15, 1.85)  0.36
H (3.68, -2.85, 1.54)  0.42
H (4.58, -1.78, -0.43)  0.40
H (2.95, -2.40, -0.71)  0.42
H (2.30, 0.68, -2.30)  0.41
H (2.92, -0.93, -2.69)  0.38
H (4.65, 0.65, 0.24)  0.35
H (3.62, 1.64, -0.79)  0.40
O (-4.04, -0.79, 5.02)  -0.58
C (-3.22, -0.57, 4.18)  0.52
C (-2.49, -1.63, 3.33)  -0.13
O (-2.67, -2.82, 3.38)  -0.66
C (-1.60, -0.84, 2.51)  0.65
C (-1.70, 0.51, 2.73)  1.41
O (-0.94, 1.29, 2.03)  -0.94
C (-2.69, 0.81, 3.77)  -0.10
O (-3.04, 1.87, 4.23)  -0.61
O (-0.74, -1.22, 1.57)  -0.47
F (-0.89, 3.08, -3.59)  -0.23
C (-2.14, 2.62, -3.46)  0.68
F (-2.55, 2.23, -4.69)  -0.29
F (-2.90, 3.68, -3.12)  -0.26
C (-2.28, 1.51, -2.47)  -0.07
C (-3.34, 0.64, -2.64)  -0.22
C (-3.56, -0.40, -1.75)  -1.16
C (-2.70, -0.52, -0.68)  -0.22
N (-1.70, 0.34, -0.49)  0.07
C (-1.43, 1.32, -1.37)  0.83
S (0.03, 2.13, -0.92)  -0.51
H (-3.99, 0.76, -3.50)  0.44
H (-4.37, -1.11, -1.88)  0.40
H (-2.80, -1.30, 0.05)  0.55

Output
- strongest force on any atom (eV/A) = 2.653
- ⟨S²⟩ = 0.762
- multiplicity = 2
- total charge = -1
- E_LUMO (alpha / beta) (eV) = 1.75 / 2.21
- total energy (a.u.) = -3158.9552
- HOMO energy (alpha / beta) (eV) = -5.6 / -5.7
- gap between HOMO and LUMO (alpha / beta) (eV) = 7.339 / 7.876